{"formula": "C31H48NO2PPt", "method": "ωB97M-V/def2-TZVPD", "species": ["H", "H", "C", "C", "H", "C", "H", "C", "O", "H", "H", "C", "H", "H", "C", "C", "H", "H", "C", "H", "C", "H", "C", "C", "C", "C", "H", "H", "C", "H", "H", "H", "C", "C", "C", "H", "C", "H", "C", "H", "C", "H", "H", "H", "C", "H", "H", "H", "H", "Pt", "H", "C", "C", "H", "C", "H", "H", "C", "H", "C", "H", "H", "C", "C", "P", "H", "H", "H", "H", "C", "C", "O", "H", "H", "H", "H", "H", "N", "H", "H", "C", "H", "H", "H"], "positions_angstrom": [[2.2072, 3.7285, -1.1764], [-4.0010, 2.8996, -1.3667], [-3.5447, 2.1467, -0.7170], [-2.9098, 1.0787, -1.6179], [-5.0026, -1.4342, 1.3161], [2.8397, 1.6416, -2.7815], [-1.0933, 2.2338, -1.8463], [1.1446, -0.2759, -0.3289], [1.6385, 3.6588, 2.9895], [0.0503, -2.5031, 0.4500], [0.9661, 3.7220, -2.4251], [3.2227, 0.5973, 1.3809], [2.8206, -1.1829, 2.4992], [1.6222, -2.7991, -4.1390], [-3.9813, 0.5126, -2.5540], [1.3691, -1.6306, -2.3634], [4.6709, 2.0336, 1.9245], [-2.1249, -1.5611, 1.9744], [-2.1863, 2.3952, 2.7797], [-2.7979, 2.6300, -0.0908], [1.3174, 3.2051, -1.5299], [2.6669, 2.2275, -3.6862], [-4.4146, -0.7011, 0.7571], [1.0835, 2.6739, 2.6182], [0.9313, -2.4060, 1.0836], [1.6267, 1.7401, -1.8514], [-2.3895, -1.8413, -3.0672], [-5.0772, -0.2494, 0.0207], [1.5334, -1.0450, 0.8138], [0.5552, 3.2918, -0.7528], [-3.2065, 2.5462, 3.1500], [-4.3162, 1.7522, -0.0617], [-1.3329, -1.7764, -2.8578], [0.4884, -0.9959, -1.4851], [3.8900, 1.2037, 3.7335], [-4.8195, 0.0715, -2.0190], [1.9129, -3.5134, 0.6892], [-4.2709, -1.9986, -1.7601], [4.3465, 1.0523, 2.2818], [6.3688, 0.4536, 2.7815], [-2.5264, -2.2299, 1.2142], [3.0510, 1.8922, 3.8181], [3.5830, 0.2413, 4.1488], [1.4690, -4.4943, 0.8699], [1.8499, 0.9332, -0.5914], [-1.8188, 3.3539, 2.3941], [-0.0914, -1.7047, 2.8704], [-0.8185, -2.9168, -4.5945], [2.8283, -3.4413, 1.2802], [-0.6153, 0.7530, 0.9078], [4.7106, 1.5832, 4.3445], [-3.2385, -1.4459, 0.1072], [2.8537, 1.3431, 0.2751], [5.8727, -0.0163, 1.1488], [0.9158, -2.3194, -3.4739], [-3.5829, -0.2217, -3.2539], [-2.9902, -3.1233, -1.2711], [-1.8624, 1.7906, -2.4746], [-3.2516, -2.8987, 1.6856], [-3.7744, -2.4591, -0.9082], [-4.3763, 1.3393, -3.1505], [-0.1062, -3.4646, 2.6598], [5.5336, 0.0908, 2.1803], [0.4965, -2.5621, 2.5408], [-2.0007, -0.2056, -0.5726], [-4.5151, -3.0786, -0.3954], [3.0384, 0.6108, -3.0780], [-2.3530, 2.6004, -3.0208], [3.7339, 2.0318, -2.2921], [-0.4464, -2.3883, -3.7266], [-0.8876, -1.0822, -1.7294], [-2.2676, 1.4040, 1.7834], [3.3678, 2.2770, 0.0811], [1.3588, -2.6561, 3.2033], [2.1851, -3.4526, -0.3654], [-1.3957, 1.1246, -3.2025], [-1.5518, 2.1046, 3.6200], [0.5884, 1.6455, 2.2923], [0.7759, 1.3124, -2.3777], [2.4324, -1.5719, -2.1603], [2.5467, -0.5919, 1.6338], [-1.7240, -2.8502, 0.8144], [-4.0619, 0.0623, 1.4491], [5.2612, -0.9003, 2.5501]], "atomic_forces_ev_per_a": [[0.01, -0.01, 0.02], [-0.01, -0.02, -0.03], [-0.02, 0.09, -0.06], [-0.04, -0.07, -0.02], [0.00, 0.00, 0.00], [0.00, 0.01, 0.00], [0.05, 0.01, 0.01], [-0.35, 0.05, 0.14], [-0.04, 0.07, 0.00], [0.10, 0.01, 0.00], [0.00, 0.00, 0.00], [-0.02, -0.13, 0.11], [0.01, 0.01, 0.00], [0.00, 0.00, 0.00], [-0.01, -0.02, -0.01], [0.03, 0.00, -0.02], [-0.02, 0.00, 0.00], [0.00, -0.02, -0.01], [-0.02, -0.04, -0.02], [-0.04, -0.03, -0.03], [-0.01, 0.00, 0.00], [0.00, 0.00, 0.00], [0.01, -0.05, 0.00], [0.00, -0.01, -0.09], [0.01, -0.01, -0.01], [-0.05, 0.04, 0.03], [0.01, -0.02, 0.01], [0.01, 0.02, 0.01], [-0.04, -0.01, -0.02], [0.00, -0.01, -0.02], [0.00, 0.03, 0.00], [0.02, 0.03, 0.00], [0.01, -0.02, -0.02], [0.03, -0.03, -0.02], [-0.04, -0.03, 0.02], [-0.01, -0.01, 0.01], [0.00, 0.00, 0.00], [0.00, 0.00, -0.01], [0.03, 0.01, 0.01], [0.00, 0.00, 0.00], [-0.07, -0.02, -0.04], [0.11, -0.02, 0.03], [0.01, -0.02, 0.00], [0.00, 0.00, 0.00], [0.21, 0.05, 0.04], [0.03, 0.01, 0.00], [0.04, -0.01, 0.01], [0.00, 0.00, 0.00], [0.00, 0.00, 0.00], [0.33, -0.18, 0.14], [0.01, 0.00, 0.00], [0.03, 0.02, 0.12], [-0.10, 0.03, -0.13], [0.00, 0.00, 0.00], [0.01, 0.01, 0.01], [-0.01, 0.02, 0.00], [0.01, 0.01, -0.01], [0.04, -0.03, -0.02], [-0.01, 0.00, 0.01], [0.02, 0.00, 0.02], [0.00, 0.00, 0.01], [0.01, 0.00, 0.00], [0.00, 0.00, 0.00], [0.01, 0.01, 0.01], [-0.07, 0.25, -0.33], [0.00, 0.00, 0.00], [0.00, 0.00, 0.01], [0.00, -0.01, 0.00], [0.00, 0.00, -0.01], [-0.01, 0.01, 0.01], [-0.03, -0.01, 0.01], [0.05, -0.15, 0.15], [0.01, 0.00, 0.00], [0.00, 0.01, 0.00], [0.00, 0.00, 0.00], [0.01, 0.00, 0.00], [-0.01, 0.00, 0.01], [-0.14, 0.10, -0.01], [-0.06, -0.01, -0.01], [0.00, 0.00, 0.00], [0.10, 0.04, 0.01], [-0.08, 0.03, 0.04], [0.01, 0.03, 0.00], [0.00, 0.00, 0.00]], "mulliken_charge": [0.428, 0.595, -1.788, 2.613, 0.581, -1.524, 0.139, -1.600, -0.697, -0.962, 0.461, -0.520, 0.394, 0.430, -1.775, -0.764, 0.433, 0.263, -0.966, 0.230, -1.688, 0.475, -1.920, 0.786, 1.363, 0.736, 0.379, 0.324, 1.085, 0.277, 0.239, 0.331, -0.379, 0.129, -1.289, 0.327, -1.602, 0.260, 0.015, 0.460, -1.936, 0.136, 0.248, 0.475, 1.625, 0.327, 0.257, 0.451, 0.286, 2.136, 0.494, 2.654, -0.544, 0.367, -1.352, 0.252, 0.380, -1.905, 0.669, -1.908, 0.520, 0.444, -1.512, -1.661, -0.801, 0.542, 0.314, 0.730, 0.294, -1.137, 1.001, -0.363, 0.347, 0.471, 0.299, 0.268, 0.283, -0.722, -0.333, 0.919, -0.074, 0.355, 0.151, 0.271], "e_lumo_ev": 0.21, "homo_lumo_gap_ev": 8.24, "spin_multiplicity": 1}

=====

{"formula": "C5H10O2", "method": "ωB97M-V/def2-TZVPD", "species": ["C", "H", "H", "H", "C", "H", "H", "C", "H", "H", "H", "C", "O", "O", "H", "C", "H"], "positions_angstrom": [[-1.6805, 0.3201, 0.4683], [1.6652, -0.6221, 1.1747], [-0.8360, 2.3551, 0.5504], [0.4558, -0.5957, -1.6210], [-0.9007, 1.4998, -0.1297], [2.6227, 0.7441, -0.4949], [-0.5885, -1.4972, 1.0151], [0.4343, -0.3673, -0.5446], [-1.3741, -1.5940, -0.5591], [-1.3516, 1.8500, -1.0686], [1.8696, -1.9139, -0.0302], [-0.8380, -0.9219, 0.1161], [2.8407, -0.1992, -0.4925], [0.4182, 1.0460, -0.3608], [-1.7809, 0.4321, 1.5505], [1.7314, -0.8352, 0.0940], [-2.6897, 0.2620, 0.0516]], "atomic_forces_ev_per_a": [[-0.08, 0.07, 0.06], [0.05, -0.02, -0.14], [-0.05, -0.11, -0.11], [-0.01, 0.08, 0.12], [-0.23, 0.17, 0.00], [0.15, -0.11, -0.04], [-0.02, 0.10, -0.13], [0.05, -0.21, -0.02], [0.11, 0.09, 0.07], [0.04, -0.11, 0.05], [-0.07, 0.11, -0.04], [0.01, -0.08, 0.02], [0.04, 0.26, 0.01], [0.08, 0.04, 0.07], [0.05, -0.02, -0.11], [-0.26, -0.27, 0.12], [0.13, 0.01, 0.07]], "mulliken_charge": [-0.377, 0.344, 0.270, 0.281, -0.536, 0.352, 0.278, 0.374, 0.324, 0.271, 0.338, -0.694, -0.531, -0.438, 0.232, -0.760, 0.273], "e_lumo_ev": 1.00, "homo_lumo_gap_ev": 10.76, "spin_multiplicity": 1, "smiles": "OC[C@H]1CCCO1"}

=====

Per-record calculated total energy, a.u.: -1876.0013 -346.9746
Per-record ΔE to the lowest compared entry with this formula, charge and spin, kJ/mol: 0.0 133.4